#a
ORCA calculation (the ωB97M-V functional and the def2-TZVPD basis) on a cluster of 2 separate species, C4H12 in total.

Summary:
LUMO level (spin up / spin down): -2.882 / -11.409 eV
Multiplicity: 2
HOMO-LUMO gap (spin up / spin down): 13.99 / 3.55 eV
HOMO energy (spin up / spin down): -16.9 / -15.0 eV
Net charge: +1

The geometry in XYZ format:
```
16
C4H12 | OMol25 | the ωB97M-V functional and the def2-TZVPD basis
C 2.0474 -0.3615 0.0672
C 2.3144 1.0847 -0.1229
H 1.7739 -0.7980 -0.9020
H 1.3107 -0.6805 0.8147
H 2.7410 -0.9470 0.6426
H 1.4202 1.5807 -0.5117
H 3.2991 1.2469 -0.6798
H 2.4981 1.6976 0.7773
C -1.4128 -0.3853 -0.0309
C -2.9237 -0.3795 0.0586
H -0.8626 -1.2823 0.2759
H -1.0206 0.5156 0.4831
H -1.1042 -0.2611 -1.1326
H -3.2141 0.4350 0.7786
H -3.4906 -1.2970 0.3960
H -3.5020 0.0398 -0.7738
```


#b
ORCA calculation (the ωB97M-V functional and the def2-TZVPD basis) on a cluster of 2 separate species, C4H12 in total.

Summary:
LUMO level (spin up / spin down): -2.833 / -11.458 eV
Multiplicity: 2
HOMO-LUMO gap (spin up / spin down): 13.94 / 3.49 eV
HOMO energy (spin up / spin down): -16.8 / -14.9 eV
Net charge: +1

The geometry in XYZ format:
```
16
C4H12 | OMol25 | the ωB97M-V functional and the def2-TZVPD basis
C 0.3213 -2.1081 -1.0069
C -0.7641 -2.2874 -0.0027
H 0.0170 -2.2271 -2.0301
H 0.8916 -1.1347 -0.8771
H 1.2017 -2.7512 -0.8112
H -1.6647 -2.6154 -0.5130
H -0.9380 -1.3678 0.5777
H -0.4534 -3.0258 0.7514
C 0.2982 1.7280 -0.0944
C 0.0799 2.6262 1.0632
H 0.4306 2.1895 -1.0948
H 1.2429 1.1549 -0.0063
H -0.5938 1.0899 -0.1316
H 0.4191 2.2745 2.0573
H 0.7283 3.5414 1.0276
H -0.9483 2.9760 1.1270
```


#c
ORCA calculation (the ωB97M-V functional and the def2-TZVPD basis) on a cluster of 2 separate species, C4H12 in total.

Summary:
LUMO level (spin up / spin down): -2.862 / -11.552 eV
Multiplicity: 2
HOMO-LUMO gap (spin up / spin down): 14.13 / 3.67 eV
HOMO energy (spin up / spin down): -17.0 / -15.2 eV
Net charge: +1

The geometry in XYZ format:
```
16
C4H12 | OMol25 | the ωB97M-V functional and the def2-TZVPD basis
C 1.2589 -1.4826 -1.0815
C 0.1263 -1.6139 -2.0271
H 1.9906 -0.7470 -1.4318
H 1.0284 -1.1907 -0.0136
H 1.7490 -2.4605 -0.9018
H -0.6962 -2.1172 -1.5207
H 0.3817 -2.1916 -2.9367
H -0.2027 -0.6599 -2.4526
C -1.1571 1.4834 2.1076
C -0.1999 1.5964 0.9941
H -0.8145 0.9376 2.9813
H -1.4541 2.4885 2.4941
H -2.1279 1.0823 1.7901
H -0.5237 2.3935 0.3190
H -0.1718 0.6520 0.3675
H 0.8131 1.8297 1.3121
```


The structure shown above that is least stable: #a.